# 1
{"formula": "C23H24N4O2S2", "method": "the ωB97M-V functional and the def2-TZVPD basis", "e_lumo_ev": -0.18, "e_homo_ev": -7.864, "e_above_lowest_kcal_mol": 434.8, "multiplicity": 1, "total_energy_ev": -55948.2381, "elements": ["C", "N", "C", "C", "N", "C", "S", "S", "C", "C", "O", "N", "C", "N", "C", "C", "C", "C", "C", "C", "C", "C", "H", "H", "H", "H", "H", "O", "C", "C", "C", "C", "C", "C", "H", "H", "H", "H", "H", "H", "H", "H", "C", "H", "C", "H", "H", "H", "H", "H", "H", "H", "H", "H", "H"], "positions_angstrom": [[0.44435, 0.16813, 3.46529], [1.51310, -0.04173, 2.68951], [1.51580, 0.71669, 1.57418], [2.92333, 0.53027, 0.70852], [3.00981, -0.91419, 0.18446], [2.95366, -1.34724, -0.91514], [2.90886, -2.87227, -1.24982], [2.72252, -0.29578, -2.16298], [2.28615, -1.34881, -3.56774], [1.67587, -0.33748, -4.66514], [2.25677, -0.39619, -5.57403], [0.63907, 0.20825, -4.27031], [-0.19423, 0.45824, -3.31299], [-0.71181, 1.51884, -2.63842], [-1.38346, 1.07670, -1.59296], [-0.88257, -0.08214, -1.29442], [-1.42512, -0.98197, -0.38778], [-0.66992, -2.26414, -0.19866], [-1.22956, -3.28656, 0.90825], [-2.06590, -2.92808, 1.72360], [-2.87370, -1.87213, 1.50131], [-2.29493, -0.83955, 0.68011], [-3.00070, 0.05726, 0.60674], [-3.52368, -1.49742, 2.27395], [-2.58491, -3.94954, 2.49945], [-0.65202, -4.15931, 0.90833], [0.04927, -2.46703, -0.99255], [-0.25249, -0.66365, -2.15623], [-1.91457, 2.23411, -0.81296], [-1.89421, 2.38586, 0.59097], [-2.62258, 3.21155, 1.36967], [-3.46821, 4.06884, 0.52670], [-3.54147, 4.08474, -0.73118], [-2.85512, 3.10886, -1.59984], [-2.90450, 3.01566, -2.61322], [-4.15452, 4.73062, -1.11393], [-4.07556, 4.82197, 1.09908], [-2.31539, 3.56042, 2.43909], [-1.22869, 1.61026, 1.17257], [0.51515, 1.04466, -4.86834], [1.61618, -1.78451, -3.17896], [3.45070, -1.67175, -3.84496], [3.22706, -1.73341, 1.50096], [3.30122, -2.71336, 1.13538], [1.86428, -1.66307, 2.32184], [1.71641, -2.00150, 3.23328], [0.94364, -1.78985, 1.63654], [3.88161, -1.25328, 2.11097], [2.95348, 1.03592, -0.09649], [3.94114, 0.71996, 1.43438], [1.47965, 1.69370, 1.77211], [0.78493, 0.37022, 0.78958], [0.30128, -0.49335, 4.43651], [0.34775, 1.27632, 3.65073], [-0.50322, -0.05875, 2.89501]], "forces_ev_per_angstrom": [[-4.971, -0.175, 2.815], [5.500, -4.749, 0.218], [3.023, -3.223, -5.599], [0.807, -4.572, 6.849], [1.512, 5.755, 15.514], [-0.936, -2.122, -6.806], [0.227, -6.306, -1.019], [-0.007, 4.120, -2.399], [11.511, 7.743, -4.343], [1.976, -8.095, 13.924], [6.920, 1.783, -15.287], [-5.937, 7.483, -3.109], [-2.445, -0.090, 9.742], [2.197, -1.769, -7.625], [0.530, 5.925, 2.319], [-4.499, -1.219, 4.651], [2.950, -6.649, 5.471], [-4.184, 0.187, 1.370], [10.202, 1.026, -10.241], [-9.055, -3.898, 8.007], [1.914, 5.063, 0.149], [-5.391, 1.257, -0.427], [1.226, -0.911, 0.425], [-0.706, -0.250, -0.173], [1.840, 3.416, -2.005], [0.505, -1.298, 0.226], [0.118, -0.755, 0.780], [4.210, -0.376, -9.037], [-4.812, 1.182, -1.946], [2.890, -3.795, 1.384], [-0.446, 3.436, -1.024], [0.515, 0.574, 9.912], [3.277, -5.124, -6.560], [2.440, -0.346, 7.379], [-0.350, -0.025, -2.534], [-3.395, 3.618, -2.663], [0.579, -0.670, -0.636], [-1.078, -1.305, -1.972], [-0.937, 1.596, -1.301], [-0.425, -0.359, -0.501], [-8.575, -7.792, 4.627], [-4.073, -0.226, 0.037], [-5.438, 0.354, -1.975], [1.032, -1.500, 0.169], [-1.918, 6.235, -5.836], [0.062, -2.597, 4.098], [1.544, -0.801, 0.970], [2.712, 0.887, 1.155], [0.094, 4.571, -5.308], [-2.956, -0.410, -2.137], [-0.658, 4.045, 0.702], [-0.152, 0.608, 0.488], [0.890, 1.541, -1.725], [0.126, -1.004, 0.513], [0.015, 0.007, 0.301]]}

# 2
{"formula": "C45H42GeMnNO2S3", "method": "the ωB97M-V functional and the def2-TZVPD basis", "e_lumo_ev": [1.81, 1.81], "e_homo_ev": [-2.410, -2.433], "e_above_lowest_kcal_mol": 0.5, "multiplicity": 6, "total_charge": -1, "total_energy_ev": -173273.4169, "elements": ["Mn", "O", "S", "C", "C", "C", "C", "S", "O", "C", "C", "C", "C", "C", "C", "C", "C", "C", "C", "C", "C", "H", "H", "H", "H", "H", "H", "H", "H", "H", "H", "H", "H", "H", "H", "H", "H", "H", "H", "C", "C", "C", "C", "C", "C", "C", "C", "C", "S", "C", "N", "H", "H", "H", "H", "H", "H", "H", "H", "C", "Ge", "C", "C", "C", "C", "C", "C", "C", "C", "C", "C", "C", "C", "C", "C", "C", "C", "C", "C", "H", "H", "H", "H", "H", "H", "H", "H", "H", "H", "H", "H", "H", "H", "H", "H"], "positions_angstrom": [[-0.93829, 0.81587, 0.46791], [0.30068, 2.67338, 0.62073], [0.67253, 4.11041, 0.47282], [2.46379, 4.08397, 0.73510], [3.15849, 2.84501, 0.17649], [2.88883, 1.48892, 0.85245], [2.96710, 1.45403, 2.37847], [1.38659, 1.02932, 3.23404], [0.47269, 0.40377, 2.23196], [0.71851, 2.64554, 3.63145], [-0.61479, 2.89482, 3.34262], [-1.17337, 4.10940, 3.71282], [-0.41165, 5.05528, 4.38427], [0.91198, 4.78249, 4.70364], [1.47926, 3.57102, 4.33532], [0.58942, 4.47019, -1.27289], [1.19799, 5.60941, -1.79038], [1.03743, 5.90433, -3.13340], [0.25973, 5.07689, -3.93878], [-0.36242, 3.96237, -3.40059], [-0.20870, 3.65076, -2.05348], [2.57576, 4.16306, 1.81825], [2.86833, 4.99620, 0.29353], [4.23259, 3.05122, 0.22945], [2.91725, 2.74661, -0.88586], [3.62058, 0.77840, 0.46462], [1.92213, 1.09928, 0.55089], [3.32804, 2.37952, 2.82888], [3.62100, 0.64738, 2.70790], [-1.20883, 2.16495, 2.80644], [-2.20557, 4.31226, 3.45970], [-0.85024, 6.00372, 4.66634], [1.50516, 5.51037, 5.24245], [2.50692, 3.35459, 4.60363], [1.78537, 6.26684, -1.15915], [1.51421, 6.78163, -3.55187], [0.13544, 5.31322, -4.98809], [-0.97654, 3.31631, -4.01481], [-0.70386, 2.77467, -1.63837], [1.36542, 0.56649, -2.48555], [-0.00201, -0.06926, -2.46640], [-0.25649, -1.14030, -3.30849], [-1.60132, -1.56498, -3.44328], [-2.58010, -1.07157, -2.64538], [-3.97181, -1.33101, -2.90562], [-4.93162, -0.57425, -2.34323], [-4.56749, 0.53485, -1.48245], [-3.30491, 0.76139, -1.07428], [-2.94560, 2.09508, 0.04876], [-2.18478, -0.25247, -1.42543], [-0.89912, 0.48332, -1.65216], [2.01797, 0.06569, -3.20298], [1.83411, 0.49700, -1.50240], [1.29592, 1.62170, -2.75549], [0.51629, -1.49845, -3.97711], [-1.87089, -2.25823, -4.23706], [-4.21989, -2.11042, -3.62194], [-5.97806, -0.74889, -2.56602], [-5.34720, 1.20209, -1.13146], [-1.94382, -1.05438, -0.11309], [-0.81585, -2.58818, -0.00345], [-1.15768, -3.33721, 1.80372], [-0.89523, -4.67581, 2.09578], [-1.09102, -5.19080, 3.37094], [-1.55864, -4.36816, 4.38706], [-1.83123, -3.03449, 4.11544], [-1.63186, -2.52740, 2.83663], [-1.10052, -4.12980, -1.20835], [-2.37868, -4.36243, -1.71721], [-2.64012, -5.45829, -2.52736], [-1.62210, -6.34778, -2.84726], [-0.34600, -6.13629, -2.34599], [-0.09275, -5.03698, -1.53226], [1.15949, -2.32841, 0.07125], [1.98020, -2.34090, -1.05819], [3.35645, -2.16961, -0.95785], [3.95070, -1.99716, 0.28480], [3.15531, -1.99894, 1.42383], [1.77958, -2.16007, 1.31252], [-2.87858, -1.29069, 0.40450], [-0.53673, -5.33217, 1.30895], [-0.88276, -6.23567, 3.57152], [-1.71466, -4.76590, 5.38313], [-2.20282, -2.38644, 4.90110], [-1.84641, -1.48407, 2.63080], [-3.17467, -3.66167, -1.48840], [-3.63927, -5.61448, -2.91765], [-1.82296, -7.20023, -3.48580], [0.45444, -6.82595, -2.58936], [0.91142, -4.88505, -1.15024], [1.52790, -2.46796, -2.03460], [3.96614, -2.17640, -1.85438], [5.02579, -1.87943, 0.36614], [3.60934, -1.89305, 2.40440], [1.17568, -2.16296, 2.21245]], "forces_ev_per_angstrom": [[0.131, -0.057, 0.009], [-0.064, -0.024, 0.007], [0.031, 0.009, 0.065], [-0.009, -0.011, -0.067], [0.022, -0.038, 0.035], [0.048, 0.066, -0.006], [-0.048, 0.011, -0.035], [0.132, -0.022, 0.000], [-0.264, -0.008, 0.014], [-0.013, 0.050, 0.015], [-0.002, -0.008, 0.004], [-0.002, 0.004, 0.000], [0.008, -0.007, 0.009], [0.010, -0.003, -0.002], [-0.014, -0.004, -0.004], [0.034, 0.051, -0.034], [-0.011, 0.000, -0.028], [0.003, 0.011, -0.013], [-0.003, 0.006, 0.003], [0.011, 0.019, 0.023], [-0.034, -0.044, 0.011], [-0.013, 0.026, 0.014], [0.015, 0.001, 0.027], [0.009, 0.003, -0.012], [-0.010, -0.006, 0.015], [-0.013, 0.014, 0.006], [-0.018, -0.017, -0.036], [0.008, -0.001, 0.009], [0.016, 0.015, -0.008], [-0.007, 0.019, 0.029], [-0.004, -0.006, -0.006], [-0.003, 0.000, -0.003], [-0.002, 0.003, 0.000], [0.006, 0.001, 0.004], [-0.008, -0.005, -0.009], [0.000, 0.000, -0.004], [0.002, -0.002, -0.003], [0.003, -0.006, -0.001], [0.033, 0.015, -0.011], [0.012, -0.007, -0.041], [-0.072, -0.019, 0.046], [0.043, 0.019, -0.023], [-0.040, -0.032, -0.060], [-0.003, 0.002, 0.063], [0.027, -0.016, -0.021], [0.020, 0.046, 0.045], [-0.057, 0.010, -0.008], [0.059, -0.073, -0.042], [-0.023, 0.019, 0.014], [0.005, 0.040, 0.093], [-0.017, 0.033, -0.099], [-0.014, 0.009, 0.008], [0.007, 0.013, 0.038], [0.002, 0.023, 0.001], [-0.011, -0.004, -0.001], [-0.005, 0.001, 0.001], [0.008, -0.008, 0.003], [-0.008, 0.011, 0.003], [-0.012, -0.011, -0.013], [0.066, 0.050, -0.025], [-0.029, -0.012, 0.042], [-0.003, -0.013, -0.025], [-0.007, 0.000, -0.016], [-0.002, 0.004, 0.006], [-0.003, -0.007, 0.003], [0.009, 0.013, -0.006], [0.002, 0.004, -0.004], [0.068, -0.033, 0.003], [-0.006, 0.009, 0.022], [-0.012, 0.009, -0.002], [0.013, -0.004, -0.002], [-0.002, 0.000, -0.001], [-0.017, 0.004, -0.010], [0.008, 0.035, -0.032], [-0.015, 0.000, 0.015], [0.014, -0.003, 0.015], [0.001, -0.035, -0.003], [0.002, -0.019, -0.009], [0.004, -0.055, 0.002], [-0.010, -0.015, -0.016], [-0.001, -0.004, 0.006], [0.003, 0.000, -0.001], [-0.001, 0.000, 0.001], [-0.001, 0.003, 0.002], [-0.001, -0.007, 0.005], [-0.006, 0.000, -0.008], [-0.002, 0.001, 0.002], [0.000, -0.002, 0.002], [0.001, 0.000, -0.001], [0.001, 0.002, 0.001], [0.018, -0.017, 0.022], [0.000, 0.002, -0.004], [0.000, 0.004, 0.001], [-0.003, -0.006, 0.002], [0.010, -0.013, -0.009]]}

# 3
{"formula": "C35H26F5N3ORuS2Si", "method": "the ωB97M-V functional and the def2-TZVPD basis", "e_lumo_ev": [-6.16, -8.85], "e_homo_ev": [-12.778, -12.792], "e_above_lowest_kcal_mol": 0.0, "multiplicity": 5, "total_charge": 2, "total_energy_ev": -88937.8670, "elements": ["Ru", "S", "C", "C", "C", "C", "C", "C", "N", "C", "C", "C", "C", "C", "C", "C", "C", "N", "C", "C", "C", "C", "C", "S", "C", "H", "H", "H", "H", "H", "H", "H", "H", "H", "H", "H", "H", "C", "Si", "C", "C", "N", "C", "C", "C", "C", "C", "C", "H", "H", "H", "H", "H", "H", "H", "H", "H", "H", "H", "H", "H", "H", "F", "C", "C", "F", "C", "F", "C", "O", "C", "F", "C", "F"], "positions_angstrom": [[-0.26845, -0.13439, 0.22591], [-4.04348, -1.39696, -3.91485], [-4.88149, -2.21693, -5.14618], [-4.88186, -3.57872, -4.97044], [-4.19842, -3.97760, -3.82104], [-3.66164, -2.91534, -3.11422], [-2.84503, -2.95079, -1.93923], [-2.33753, -1.74643, -1.39553], [-1.48926, -1.70497, -0.39267], [-1.13765, -2.86491, 0.21593], [-1.65849, -4.11910, -0.18987], [-1.30296, -5.27962, 0.56348], [-0.50066, -5.19058, 1.64946], [0.05082, -3.94013, 2.06211], [0.87878, -3.80820, 3.16879], [1.38251, -2.55497, 3.52631], [1.01325, -1.44780, 2.72514], [0.24000, -1.54802, 1.65738], [-0.25410, -2.77321, 1.32071], [2.25170, -2.43639, 4.65953], [3.00841, -1.35833, 5.08015], [3.77806, -1.64640, 6.20815], [3.60874, -2.93492, 6.65630], [2.51139, -3.81542, 5.71448], [-2.49393, -4.14496, -1.30493], [-5.33243, -1.65587, -5.94213], [-5.35086, -4.26450, -5.65080], [-4.10991, -5.00744, -3.52746], [-2.67077, -0.80689, -1.82235], [-1.70732, -6.23077, 0.25993], [-0.25771, -6.06025, 2.23932], [1.13289, -4.68266, 3.74905], [1.35887, -0.45311, 2.97661], [3.02480, -0.40694, 4.57920], [4.44198, -0.94841, 6.68287], [4.08146, -3.40358, 7.49930], [-2.86549, -5.09082, -1.66334], [0.95815, 3.82964, 2.69254], [0.15360, 2.66015, 1.42307], [-1.31771, 1.74593, 2.26572], [-0.31001, 3.67985, -0.12555], [1.08770, 1.24984, 0.89043], [2.39236, 0.98070, 0.92632], [2.84283, -0.24783, 0.36078], [4.15221, -0.64326, 0.46850], [5.07807, 0.16731, 1.12675], [4.67532, 1.39711, 1.64280], [3.36842, 1.81184, 1.53785], [0.17596, 4.47229, 3.08587], [1.69659, 4.48037, 2.23424], [1.41448, 3.32022, 3.53537], [-2.15636, 2.42268, 2.39083], [-1.04732, 1.37771, 3.25316], [-1.68743, 0.88469, 1.66792], [-0.54084, 4.69876, 0.16634], [-1.18594, 3.27339, -0.62276], [0.50798, 3.71094, -0.84073], [2.11320, -0.85356, -0.18813], [4.47263, -1.57973, 0.03874], [6.10562, -0.14896, 1.21622], [5.39826, 2.02895, 2.13615], [3.07066, 2.76635, 1.93262], [-1.00672, 0.22086, -6.61651], [-0.98773, 0.44927, -5.31261], [-0.15751, -0.31272, -4.48091], [0.60091, -1.27296, -4.99412], [-0.17947, -0.08437, -3.12115], [0.56265, -0.83418, -2.25283], [-1.00365, 0.89015, -2.50650], [-1.02804, 1.05258, -1.23332], [-1.84280, 1.62934, -3.38437], [-2.67705, 2.51648, -2.84689], [-1.83094, 1.41606, -4.75419], [-2.64922, 2.10073, -5.54009]], "forces_ev_per_angstrom": [[-0.277, -0.046, 0.128], [0.104, -0.879, 0.293], [-0.030, -0.525, -0.064], [-0.255, 0.810, -0.508], [0.511, 0.714, 0.764], [-0.733, 0.110, -1.139], [0.594, -0.211, 0.910], [-0.455, -0.432, -0.397], [0.070, -0.217, 0.177], [-0.319, -0.550, -0.165], [0.300, 0.797, 0.214], [0.215, -0.122, 0.322], [-0.232, -0.094, -0.307], [-0.173, 0.748, -0.389], [0.126, 0.730, -0.075], [-0.636, -0.475, -0.708], [0.231, -0.109, 0.435], [-0.187, -0.355, -0.169], [0.131, -0.654, 0.445], [0.706, 0.006, 1.028], [-0.594, -0.631, -0.509], [0.259, -0.596, 0.644], [0.102, 0.514, -0.125], [-0.051, 0.781, -0.448], [-0.055, 0.686, -0.146], [-0.118, 0.069, -0.147], [-0.145, -0.068, -0.149], [0.078, -0.181, 0.099], [0.142, -0.032, 0.144], [-0.063, -0.166, -0.044], [-0.001, -0.166, -0.006], [0.018, -0.097, 0.006], [0.027, -0.053, -0.021], [-0.009, 0.202, -0.117], [0.114, 0.133, 0.105], [0.073, -0.033, 0.137], [-0.076, -0.120, -0.058], [-0.215, -0.682, -0.597], [-0.708, 1.194, 0.609], [0.644, 0.289, -0.685], [-0.003, -0.634, 0.689], [0.276, 0.160, -0.138], [0.148, -0.298, -0.178], [0.085, -0.208, -0.233], [-0.237, -0.170, -0.165], [-0.056, 0.038, -0.009], [-0.084, 0.165, 0.081], [0.134, 0.086, 0.094], [-0.218, 0.097, 0.049], [0.126, 0.103, -0.102], [0.058, -0.120, 0.144], [-0.227, 0.088, -0.062], [0.107, -0.112, 0.041], [-0.192, 0.214, 0.302], [0.026, 0.200, 0.137], [-0.042, 0.023, -0.003], [0.170, -0.005, -0.052], [0.361, 0.035, 0.168], [0.015, -0.084, -0.055], [0.081, -0.026, 0.014], [0.037, 0.083, 0.008], [-0.018, 0.138, 0.102], [0.034, 0.188, 1.017], [-0.162, -0.024, -0.702], [0.512, -0.612, 0.683], [-0.275, 0.407, 0.138], [0.779, -0.781, 0.161], [-0.339, 0.470, -1.076], [0.091, 0.067, 0.366], [-0.024, -0.159, -0.816], [-0.676, 0.632, -0.214], [0.490, -0.466, -0.392], [-0.406, 0.460, 0.272], [0.311, -0.245, 0.250]]}